[1]
A structure of composition C2H13N3P5 in a non-equilibrium geometry, computed with the ωB97M-V functional and the def2-TZVPD basis.

Last column: Mulliken charge in e.
Geometry (Å):
P1 0.693973 -2.750727 1.540743  -0.197
N1 -1.799164 1.068221 -1.139958  -0.146
H1 4.105640 -1.251347 0.156563  0.224
H2 0.952646 -3.544861 -1.836390  0.127
H3 0.095916 2.913426 -0.432140  0.241
H4 -0.692155 -2.666835 2.203460  0.135
H5 -2.280446 0.151486 -1.399068  0.317
H6 0.355088 -1.719176 -2.752518  0.108
H7 -3.712062 2.065134 -1.196692  0.323
P2 1.264255 -2.204965 -1.592159  -0.190
P3 1.138061 0.352778 2.559079  -0.116
P4 1.478033 0.915232 0.453944  0.131
N2 0.091042 2.050763 -0.019472  -0.334
C1 -0.633345 0.953783 -0.477717  0.377
H8 0.338618 -4.032365 1.116979  0.138
P5 -0.408400 -1.803942 -0.224089  -0.130
H9 3.332538 -0.725222 0.259842  -0.254
H10 -2.316520 2.990168 -1.757641  0.315
H11 -2.435494 2.664156 -0.004091  0.346
N3 0.133724 -0.130021 -0.203344  0.280
H12 0.532111 1.546920 2.919943  0.121
C2 -2.587457 2.297520 -1.040026  -0.922
H13 2.353396 0.859875 2.864754  0.103

Atoms 1-6, force components in eV/Å:
P -2.575 0.839 0.845
N 0.053 -2.534 0.185
H -3.249 2.214 0.518
H -0.109 -0.429 -0.055
H 0.066 2.519 -1.258
H 1.969 -0.105 -0.223

Computed properties:
Energy relative to the best compared isomer or geometry (same formula, charge and spin), eV: 1.565
HOMO, eV: -12.255
HOMO-LUMO gap, eV: 8.4287
Net charge: +1
DFT total energy, eV: -53189.7358

[2]
A structure of composition C53H60N2O2PRhS2 in a non-equilibrium geometry, computed with the ωB97M-V functional and the def2-TZVPD basis.

Last column: Löwdin spin population.
Geometry (Å):
H1 4.672921 -4.882831 -0.380972  0.000
H2 -1.848537 6.684037 2.258690  0.001
H3 5.139429 -1.755004 -3.790726  0.000
H4 2.296139 2.346621 1.640034  0.000
C1 -2.961810 6.615285 -0.276468  0.002
C2 7.467882 0.735852 3.572170  0.000
C3 6.995127 -3.163468 -2.164597  0.000
S1 3.582063 0.299931 -0.078835  0.581
H5 -4.840076 4.611554 -0.088760  0.000
C4 6.816484 -1.899580 -1.608405  0.002
H6 7.731431 1.219277 1.489368  0.004
C5 -2.625944 -4.360704 0.665303  0.000
H7 -5.981156 -3.766956 1.205549  0.000
C6 1.721444 -2.400552 -0.724316  0.073
H8 -6.440223 2.383477 0.008691  0.000
H9 -2.784025 -5.433364 0.829297  0.000
C7 5.287102 -0.771381 2.737535  0.005
H10 -7.609748 -1.469027 -1.582439  0.000
C8 5.287853 -4.053061 -0.714186  0.000
H11 1.520697 5.992681 1.546250  0.000
C9 -3.978325 -3.729362 0.306912  -0.002
H12 3.807226 -0.144786 -5.130601  0.000
C10 2.240347 -1.861826 -2.028184  0.032
H13 -1.893139 -4.240732 -0.133211  0.000
C11 3.363276 -0.637971 -4.272595  0.001
H14 1.601284 -3.486000 1.718593  0.004
H15 3.380812 3.847554 -0.903476  -0.001
H16 -1.954285 7.040885 -0.290254  0.000
C12 2.431146 -6.129520 -0.967541  0.002
H17 2.050368 3.820608 2.591724  0.000
C13 -0.766889 4.702401 0.603277  0.096
H18 -3.776980 -4.098928 -1.829312  0.000
C14 6.235706 -4.237046 -1.716687  0.000
H19 -3.139965 6.140422 -1.246872  0.000
H20 -5.462080 -4.052785 -1.279802  0.000
H21 -5.261115 5.981527 0.950605  0.000
C15 5.613947 -0.712778 4.083597  0.000
C16 -2.871017 -1.340807 0.265596  0.073
N1 1.145468 -1.658238 0.129895  0.560
H22 -5.728835 1.692072 -2.317272  0.000
H23 1.919900 -5.858078 2.370791  0.000
H24 1.835700 4.218110 -1.701691  0.000
C17 0.213632 3.733519 0.492340  0.009
H25 -4.979285 -5.177854 1.575828  0.000
C18 -4.297467 0.614959 -0.167247  0.054
C19 4.110975 -1.537791 -3.521899  0.002
Rh1 -0.266936 -0.394741 0.334842  1.100
H26 -3.673270 7.440142 -0.159334  0.000
H27 -0.448394 5.736568 0.662091  0.004
C20 2.301091 3.656162 -0.884037  0.002
H28 -6.190220 0.108552 -2.956455  0.000
H29 2.654197 -6.868204 -1.728596  0.000
C21 2.020864 -5.561570 1.333116  0.001
C22 -7.135697 1.538902 0.057584  0.000
H30 -4.658421 -3.624237 2.374200  0.000
H31 -6.057901 -2.235621 -0.280907  0.004
C23 1.840886 -4.236134 0.972530  0.006
C24 2.239742 -4.800495 -1.331364  0.000
H32 7.720930 -3.304875 -2.958209  0.000
C25 6.054981 -0.077858 1.800205  -0.001
C26 2.430085 3.423560 1.643425  -0.001
H33 -3.611145 2.895391 0.730799  0.002
H34 1.452359 0.318168 -4.509363  0.000
H35 -2.201001 -3.932669 1.573943  0.000
C27 3.552037 -2.150610 -2.410204  0.002
H36 8.314285 1.328629 3.898357  0.000
H37 -4.452547 -5.460321 -0.913428  0.000
C28 -4.450093 -4.368773 -1.010216  0.000
C29 1.704040 4.099757 0.465228  -0.003
C30 -5.377531 -0.214284 -0.371359  0.024
C31 -4.592794 5.120534 0.850035  0.000
H38 3.004782 5.800454 0.603622  0.000
H39 4.417201 -1.338378 2.419213  0.004
N2 -1.877953 0.767547 0.386315  0.288
C32 -2.568271 3.140171 0.612695  0.041
H40 -4.402875 1.675704 -0.332228  0.003
H41 -4.800371 4.440380 1.683492  0.000
H42 2.144929 2.593165 -1.064082  0.004
C33 -3.140401 5.599805 0.861463  0.001
C34 -0.222098 2.389771 0.412432  0.112
C35 -2.867389 6.288993 2.208742  0.002
C36 2.046643 -0.372088 -3.919537  0.001
C37 5.875615 -1.714676 -0.601789  0.000
C38 5.104524 -2.793472 -0.162464  0.004
H43 -8.125274 1.907364 -0.236464  0.000
H44 -8.752445 -0.170925 -1.225920  0.000
H45 6.938921 0.115100 5.556436  0.000
H46 -7.433999 1.347073 -2.675789  0.000
C39 -7.829334 -0.650766 -0.889272  0.001
C40 -6.501662 0.917689 -2.288898  0.000
H47 2.292019 -4.513634 -2.373748  0.000
H48 3.505737 3.630803 1.586787  0.000
H49 1.488751 6.165581 -0.227841  0.000
H50 -7.188548 1.203467 1.098025  0.000
C41 6.700762 0.048518 4.501923  0.000
H51 5.014257 -1.251030 4.808430  0.000
C42 -6.704383 0.384720 -0.861028  0.000
C43 -3.977706 -2.190873 0.143093  0.009
H52 6.370124 -5.218032 -2.157953  0.000
H53 -8.012262 -1.074324 0.104736  0.000
O1 0.634211 1.352997 0.322777  0.158
H54 -2.994752 5.580146 3.032707  0.000
H55 0.466980 -0.786021 -2.543397  -0.001
H56 4.152670 -2.828764 -1.809194  0.000
C44 7.146106 0.675221 2.220390  0.002
H57 -3.564469 7.121329 2.357957  0.000
C45 1.486665 -0.982696 -2.804563  0.002
C46 -5.196614 -1.586300 -0.168934  0.084
C47 -1.622151 2.105833 0.447103  0.045
O2 -1.607748 -1.795693 0.406174  0.164
P1 5.548275 -0.060950 0.060954  0.013
H58 4.331202 -2.643927 0.587107  0.004
H59 2.472825 -7.549606 0.643671  0.000
C48 1.928146 5.606590 0.605582  0.000
H60 7.389116 -1.051140 -1.963360  0.004
C49 2.326679 -6.512065 0.362841  -0.003
C50 -2.155254 4.439430 0.679633  0.030
C51 1.961504 -3.839288 -0.361779  0.028
S2 6.378140 1.382478 -0.980288  0.334
C52 -3.055970 0.079690 0.192762  0.026
C53 -4.961820 -4.091703 1.432835  0.000

Atoms 1-6, force components in eV/Å:
H 0.150 0.132 -0.004
H -0.098 -0.028 -0.010
H -0.167 0.039 -0.006
H -0.010 -0.047 -0.026
C 0.025 0.012 -0.082
C -0.016 -0.033 -0.045

Computed properties:
Energy relative to the best compared isomer or geometry (same formula, charge and spin), eV: 1.751
Multiplicity: 5
HOMO (alpha / beta), eV: -6.939 / -7.782
HOMO-LUMO gap (alpha / beta), eV: 6.9393 / 5.4167
DFT total energy, eV: -96977.0575

Look up the DFT total energy of the first one.
-53189.7358 eV

Please write out number 1 again, unchanged.
A structure of composition C2H13N3P5 in a non-equilibrium geometry, computed with the ωB97M-V functional and the def2-TZVPD basis.

Last column: Mulliken charge in e.
Geometry (Å):
P1 0.693973 -2.750727 1.540743  -0.197
N1 -1.799164 1.068221 -1.139958  -0.146
H1 4.105640 -1.251347 0.156563  0.224
H2 0.952646 -3.544861 -1.836390  0.127
H3 0.095916 2.913426 -0.432140  0.241
H4 -0.692155 -2.666835 2.203460  0.135
H5 -2.280446 0.151486 -1.399068  0.317
H6 0.355088 -1.719176 -2.752518  0.108
H7 -3.712062 2.065134 -1.196692  0.323
P2 1.264255 -2.204965 -1.592159  -0.190
P3 1.138061 0.352778 2.559079  -0.116
P4 1.478033 0.915232 0.453944  0.131
N2 0.091042 2.050763 -0.019472  -0.334
C1 -0.633345 0.953783 -0.477717  0.377
H8 0.338618 -4.032365 1.116979  0.138
P5 -0.408400 -1.803942 -0.224089  -0.130
H9 3.332538 -0.725222 0.259842  -0.254
H10 -2.316520 2.990168 -1.757641  0.315
H11 -2.435494 2.664156 -0.004091  0.346
N3 0.133724 -0.130021 -0.203344  0.280
H12 0.532111 1.546920 2.919943  0.121
C2 -2.587457 2.297520 -1.040026  -0.922
H13 2.353396 0.859875 2.864754  0.103

Atoms 1-6, force components in eV/Å:
P -2.575 0.839 0.845
N 0.053 -2.534 0.185
H -3.249 2.214 0.518
H -0.109 -0.429 -0.055
H 0.066 2.519 -1.258
H 1.969 -0.105 -0.223

Computed properties:
Energy relative to the best compared isomer or geometry (same formula, charge and spin), eV: 1.565
HOMO, eV: -12.255
HOMO-LUMO gap, eV: 8.4287
Net charge: +1
DFT total energy, eV: -53189.7358